No. 1
ORCA calculation (the ωB97M-V functional and the def2-TZVPD basis) on C20H16FeN9OSb as an isolated structure.

Results
DFT total energy ... -77382.699 eV
Gap between HOMO and LUMO (spin up / spin down) ... 6.5 / 6.6 eV
Spin multiplicity ... 5
Energy above the lowest of the compared OMol25 structures with the same formula, charge and spin ... 0.0 kcal/mol
Charge ... -2
<S²> ... 6.01
Lowest unoccupied orbital energy (spin up / spin down) ... 4.78 / 4.78 eV

CARTESIAN COORDINATES (ANGSTROEM)
Fe (-1.901, 2.093, 0.623)
N (-2.338, 4.169, 3.358)
C (-3.209, 3.116, 3.221)
N (-4.175, 2.875, 4.090)
N (-4.809, 1.794, 3.583)
N (-4.248, 1.403, 2.500)
N (-3.202, 2.229, 2.225)
C (-1.315, 4.500, 2.501)
N (-0.496, 5.514, 2.726)
N (0.326, 5.510, 1.655)
N (0.014, 4.564, 0.845)
N (-1.034, 3.873, 1.362)
H (-2.407, 4.701, 4.206)
C (1.408, -5.442, -0.735)
C (0.034, -5.341, -0.891)
C (-0.574, -4.086, -0.893)
C (0.147, -2.902, -0.748)
C (1.529, -3.041, -0.580)
C (2.158, -4.280, -0.575)
Sb (-1.106, -0.852, -0.832)
C (0.015, -0.448, -2.665)
C (0.190, 0.866, -3.090)
C (0.846, 1.154, -4.283)
C (1.312, 0.128, -5.092)
C (1.121, -1.189, -4.695)
C (0.486, -1.470, -3.492)
C (0.295, -0.241, 0.724)
C (0.585, -1.094, 1.788)
C (1.360, -0.673, 2.860)
C (1.876, 0.617, 2.883)
C (1.615, 1.475, 1.825)
C (0.832, 1.047, 0.759)
H (1.892, -6.413, -0.731)
H (-0.563, -6.242, -1.008)
H (-1.656, -4.033, -1.015)
H (2.139, -2.149, -0.450)
H (3.235, -4.345, -0.447)
H (-0.217, 1.665, -2.480)
H (0.983, 2.187, -4.585)
H (1.815, 0.351, -6.027)
H (1.475, -2.001, -5.322)
H (0.362, -2.502, -3.189)
H (0.202, -2.110, 1.775)
H (1.555, -1.350, 3.685)
H (2.465, 0.955, 3.728)
H (1.987, 2.492, 1.838)
H (0.611, 1.735, -0.048)
O (-1.622, 1.193, -0.885)

Force components x, y, z for each atom (eV/Å):
Fe -0.02 0.36 0.15
N 0.01 0.01 0.11
C 0.01 -0.09 0.04
N -0.10 0.13 -0.03
N 0.04 -0.09 0.12
N -0.03 -0.03 -0.12
N -0.03 0.01 -0.01
C 0.07 0.00 0.02
N -0.02 0.02 0.06
N -0.01 0.13 -0.05
N 0.16 -0.20 0.01
N -0.14 -0.02 -0.13
H 0.00 0.01 -0.01
C 0.00 -0.02 0.01
C 0.01 -0.04 0.00
C -0.01 -0.04 -0.02
C -0.12 0.16 -0.01
C 0.06 -0.02 -0.07
C 0.00 0.02 0.00
Sb 0.19 -0.17 -0.06
C -0.06 -0.06 0.05
C 0.05 0.11 -0.07
C -0.01 0.01 0.00
C 0.01 -0.04 -0.03
C 0.02 0.00 -0.02
C 0.00 0.04 0.01
C 0.01 0.01 -0.01
C -0.03 -0.05 0.04
C 0.01 0.01 0.01
C 0.01 -0.01 0.00
C 0.02 0.05 0.06
C -0.03 -0.08 0.04
H 0.00 0.00 0.00
H -0.01 0.01 0.00
H 0.01 0.00 0.00
H -0.01 -0.02 -0.01
H -0.01 0.00 0.00
H -0.01 -0.04 0.04
H 0.00 0.00 0.01
H 0.00 0.00 0.00
H 0.00 0.00 0.01
H 0.01 -0.02 0.00
H 0.00 0.06 0.03
H -0.01 0.00 0.00
H 0.01 0.00 0.00
H 0.01 0.02 -0.02
H 0.06 0.04 -0.05
O -0.11 -0.19 -0.09

These are the natural (NBO) partial charges, in e, on atoms 1 to 4: number 1, Fe, carries 1.44; number 2, N, carries -0.60; number 3, C, carries 0.45; number 4, N, carries -0.42

No. 2
ORCA calculation (the ωB97M-V functional and the def2-TZVPD basis) on C20H16IrN4O2S3 as an isolated structure.

Results
DFT total energy ... -66392.840 eV
Gap between HOMO and LUMO ... 7.5 eV
Energy above the lowest of the compared OMol25 structures with the same formula, charge and spin ... 0.0 kcal/mol
Charge ... +1
Lowest unoccupied orbital energy ... -3.43 eV

CARTESIAN COORDINATES (ANGSTROEM)
Ir (-0.764, 1.772, -0.217)
O (1.259, 1.763, -0.159)
N (1.871, 1.814, 1.040)
C (3.222, 1.764, 1.037)
C (3.909, 1.769, 2.216)
C (3.196, 1.844, 3.420)
C (1.827, 1.923, 3.390)
C (1.155, 1.909, 2.161)
S (-0.565, 2.016, 2.018)
H (3.672, 1.722, 0.057)
H (4.987, 1.714, 2.196)
H (3.721, 1.845, 4.365)
H (1.238, 2.003, 4.292)
O (-2.638, 1.828, -0.817)
N (-3.213, 3.019, -1.053)
C (-4.547, 3.012, -1.297)
C (-5.194, 4.178, -1.559)
C (-4.464, 5.380, -1.567)
C (-3.120, 5.356, -1.314)
C (-2.473, 4.136, -1.049)
S (-0.797, 4.000, -0.737)
H (-5.011, 2.038, -1.263)
H (-6.255, 4.159, -1.755)
H (-4.962, 6.318, -1.767)
H (-2.522, 6.256, -1.311)
S (-0.622, -4.885, -0.485)
C (-0.709, -3.107, -0.382)
C (-0.619, -2.457, 0.842)
C (-0.752, -1.083, 0.886)
N (-0.962, -0.347, -0.216)
C (-1.052, -0.973, -1.393)
C (-0.933, -2.343, -1.519)
C (1.159, -5.033, -0.596)
C (1.781, -5.046, -1.834)
C (3.165, -5.159, -1.869)
N (3.920, -5.258, -0.779)
C (3.305, -5.264, 0.401)
C (1.929, -5.157, 0.549)
H (-0.462, -3.015, 1.754)
H (-0.719, -0.549, 1.825)
H (-1.244, -0.349, -2.257)
H (-1.030, -2.808, -2.489)
H (1.205, -4.983, -2.747)
H (3.690, -5.173, -2.817)
H (3.944, -5.365, 1.271)
H (1.473, -5.186, 1.529)

Force components x, y, z for each atom (eV/Å):
Ir -0.64 1.12 -0.45
O 0.30 -0.36 -0.16
N 0.05 -0.06 -0.01
C 0.03 -0.02 -0.05
C -0.02 0.01 0.09
C 0.03 0.01 -0.08
C 0.00 0.04 -0.03
C -0.01 0.03 0.18
S -0.24 -0.09 -0.04
H -0.05 -0.05 -0.02
H 0.00 0.02 0.01
H 0.00 0.01 0.00
H 0.02 -0.02 0.01
O -0.38 -0.64 -0.11
N -0.18 0.17 0.10
C 0.02 -0.10 -0.02
C -0.01 0.12 -0.03
C -0.01 -0.07 0.00
C -0.03 -0.04 -0.05
C 0.01 0.10 0.07
S 0.55 0.00 0.20
H 0.04 -0.02 0.02
H 0.00 0.01 0.01
H -0.01 0.00 -0.01
H 0.00 0.00 0.02
S 0.07 -0.02 -0.02
C -0.04 -0.02 0.03
C -0.08 0.01 -0.05
C -0.10 -0.17 -0.10
N 0.78 -0.11 0.59
C -0.11 0.09 -0.08
C -0.12 -0.01 0.01
C -0.06 0.01 0.00
C 0.02 -0.01 0.02
C 0.01 0.00 0.05
N -0.01 0.00 -0.01
C 0.02 0.00 -0.04
C 0.03 -0.02 0.00
H -0.02 0.00 0.00
H 0.08 0.04 -0.02
H 0.07 0.01 0.00
H 0.01 0.00 0.00
H 0.01 0.01 -0.01
H -0.01 0.00 -0.01
H -0.02 0.00 0.01
H 0.00 0.01 0.00

These are the natural (NBO) partial charges, in e, on atoms 1 to 4: number 1, Ir, carries 0.87; number 2, O, carries -0.54; number 3, N, carries 0.01; number 4, C, carries 0.04

No. 3
ORCA calculation (the ωB97M-V functional and the def2-TZVPD basis) on C20H16N5OSSn as an isolated structure.

Results
DFT total energy ... -47157.947 eV
Gap between HOMO and LUMO ... 6.7 eV
Energy above the lowest of the compared OMol25 structures with the same formula, charge and spin ... 0.0 kcal/mol
Charge ... +1
Lowest unoccupied orbital energy ... -4.45 eV

CARTESIAN COORDINATES (ANGSTROEM)
Sn (-0.107, 0.088, -0.092)
N (-1.906, 4.069, 0.222)
C (-1.021, 3.068, 0.095)
S (-1.413, 1.888, -1.177)
N (0.019, 3.035, 0.852)
N (0.849, 1.973, 0.719)
C (2.057, 2.052, 1.149)
C (3.017, 0.987, 1.084)
C (4.200, 1.138, 1.828)
C (5.158, 0.155, 1.861)
C (4.948, -1.022, 1.143)
C (3.811, -1.184, 0.379)
C (2.842, -0.179, 0.301)
O (1.840, -0.356, -0.570)
H (-2.694, 4.131, -0.395)
H (-1.746, 4.790, 0.905)
H (2.367, 2.999, 1.588)
H (4.346, 2.053, 2.391)
H (6.059, 0.285, 2.445)
H (5.682, -1.816, 1.185)
H (3.655, -2.086, -0.199)
C (-1.775, -1.723, -5.405)
C (-0.898, -0.814, -4.833)
C (-0.714, -0.807, -3.464)
C (-1.412, -1.708, -2.660)
C (-2.304, -2.619, -3.236)
C (-2.477, -2.620, -4.604)
N (-1.178, -1.648, -1.277)
N (-1.698, -2.493, -0.535)
C (-1.464, -2.386, 0.840)
C (-1.928, -3.436, 1.631)
C (-1.701, -3.415, 2.997)
C (-1.018, -2.352, 3.571)
C (-0.558, -1.293, 2.788)
C (-0.802, -1.315, 1.433)
H (-1.913, -1.737, -6.478)
H (-0.358, -0.114, -5.456)
H (-0.008, -0.124, -3.001)
H (-2.848, -3.304, -2.603)
H (-3.164, -3.321, -5.058)
H (-2.442, -4.259, 1.151)
H (-2.052, -4.230, 3.615)
H (-0.845, -2.340, 4.639)
H (-0.033, -0.470, 3.255)

Force components x, y, z for each atom (eV/Å):
Sn 0.69 0.16 0.47
N -0.05 -0.01 -0.08
C 0.16 -0.26 -0.13
S 0.23 -0.79 0.19
N -0.03 0.83 0.54
N -0.36 -1.26 -0.35
C -0.06 0.37 -0.01
C 0.09 -0.35 -0.14
C -0.06 0.02 0.03
C 0.07 -0.08 0.04
C -0.06 0.12 0.09
C -0.08 0.01 -0.16
C 0.47 0.02 0.36
O -1.60 -0.02 -0.18
H -0.05 0.04 0.04
H 0.06 0.02 -0.02
H -0.06 0.00 0.02
H -0.03 0.00 0.00
H -0.01 0.02 0.00
H 0.00 0.00 -0.04
H -0.02 0.03 -0.03
C 0.02 0.02 0.06
C -0.02 0.00 -0.16
C 0.04 -0.11 0.46
C -0.17 -0.07 -0.92
C 0.07 0.07 0.29
C 0.01 0.03 -0.08
N 0.40 0.44 0.80
N -0.13 -0.14 -0.76
C 0.04 -0.11 0.94
C 0.00 0.00 -0.30
C 0.06 0.08 0.05
C 0.00 0.00 0.03
C -0.12 -0.06 0.16
C 0.50 0.97 -1.14
H -0.02 0.01 0.00
H 0.03 -0.01 0.02
H 0.02 0.04 -0.12
H -0.01 -0.02 -0.01
H 0.00 -0.01 0.02
H -0.02 0.01 0.03
H -0.01 0.00 0.00
H 0.01 0.00 -0.01
H 0.00 0.01 -0.01

These are the natural (NBO) partial charges, in e, on atoms 1 to 4: number 1, Sn, carries 1.82; number 2, N, carries -0.77; number 3, C, carries 0.31; number 4, S, carries -0.18

No. 4
ORCA calculation (the ωB97M-V functional and the def2-TZVPD basis) on C20H16N8OPtS4Sb as an isolated structure.

Results
DFT total energy ... -88096.571 eV
Gap between HOMO and LUMO ... 6.1 eV
Energy above the lowest of the compared OMol25 structures with the same formula, charge and spin ... 19.5 kcal/mol
Charge ... -1
Lowest unoccupied orbital energy ... 1.78 eV

CARTESIAN COORDINATES (ANGSTROEM)
Pt (0.204, -1.211, 0.831)
S (2.329, -3.272, 4.985)
Sb (2.063, -1.498, 3.657)
S (2.303, -1.886, 1.306)
S (-0.252, -1.110, 3.016)
S (3.044, 0.497, 4.134)
C (-5.004, -1.616, 2.018)
N (-3.902, -1.217, 1.182)
C (-2.692, -1.753, 1.198)
N (-1.896, -1.078, 0.399)
C (-2.704, -0.101, -0.099)
N (-3.941, -0.150, 0.345)
C (-4.838, -1.094, 3.424)
C (-5.649, -1.632, 4.414)
C (-5.508, -1.226, 5.729)
C (-4.561, -0.273, 6.058)
C (-3.767, 0.294, 5.063)
C (-3.898, -0.119, 3.742)
C (-2.811, 1.323, 5.494)
N (-2.650, 1.707, 6.706)
N (-1.652, 2.662, 6.683)
C (-1.313, 2.820, 5.451)
O (-2.006, 1.990, 4.613)
C (-0.313, 3.794, 4.986)
C (0.404, 4.399, 6.015)
C (1.376, 5.329, 5.726)
C (1.611, 5.682, 4.414)
C (0.887, 5.116, 3.373)
C (1.251, 5.657, 2.001)
N (0.488, 5.213, 0.858)
C (0.662, 4.139, 0.086)
N (-0.311, 4.079, -0.810)
C (-1.062, 5.166, -0.524)
N (-0.626, 5.887, 0.483)
C (-0.073, 4.138, 3.648)
H (-5.024, -2.706, 2.018)
H (-5.927, -1.267, 1.556)
H (-2.393, -2.581, 1.821)
H (-2.365, 0.641, -0.800)
H (-6.373, -2.398, 4.157)
H (-6.126, -1.663, 6.503)
H (-4.431, 0.054, 7.079)
H (-3.248, 0.299, 2.983)
H (0.203, 4.108, 7.036)
H (1.951, 5.780, 6.524)
H (2.372, 6.420, 4.187)
H (2.300, 5.431, 1.803)
H (1.122, 6.740, 2.002)
H (1.474, 3.436, 0.230)
H (-1.955, 5.444, -1.061)
H (-0.614, 3.648, 2.848)

Force components x, y, z for each atom (eV/Å):
Pt 0.00 -0.70 -0.09
S -0.03 -0.32 0.14
Sb 0.42 0.83 0.17
S -0.03 0.10 -0.46
S -0.24 0.06 0.10
S -0.15 -0.15 0.09
C -0.02 0.05 -0.02
N -0.13 -0.17 -0.44
C 0.03 -0.37 0.23
N 0.14 0.76 -0.12
C -0.06 0.10 -0.16
N 0.28 -0.13 0.09
C -0.13 0.04 0.14
C 0.07 -0.04 0.00
C 0.06 0.05 0.05
C -0.15 0.02 0.01
C 0.07 0.14 0.11
C -0.03 -0.10 -0.01
C -0.07 -0.09 -0.57
N 0.37 0.03 0.15
N -0.30 0.13 0.12
C 0.00 -0.18 -0.46
O -0.07 0.09 0.55
C -0.01 -0.13 -0.08
C 0.03 -0.09 0.06
C 0.08 0.09 0.05
C 0.05 0.15 -0.06
C -0.27 -0.24 -0.05
C 0.04 0.04 -0.12
N -0.22 0.07 0.54
C -0.44 -0.13 -0.25
N 0.25 -0.34 -0.14
C 0.01 -0.05 0.03
N 0.22 -0.01 0.17
C 0.23 0.23 0.20
H -0.08 0.00 0.08
H 0.05 0.09 -0.02
H -0.03 0.00 0.02
H 0.02 0.06 0.02
H -0.01 0.01 -0.01
H 0.00 0.00 0.00
H 0.02 -0.01 -0.01
H -0.01 0.03 0.05
H -0.02 -0.01 -0.05
H 0.00 -0.01 -0.01
H 0.00 0.02 -0.02
H 0.01 0.03 -0.01
H 0.16 0.00 0.11
H -0.14 0.08 -0.08
H 0.04 -0.06 -0.04
H -0.04 0.02 0.01

These are the natural (NBO) partial charges, in e, on atoms 1 to 4: number 1, Pt, carries 0.42; number 2, S, carries -0.82; number 3, Sb, carries 1.38; number 4, S, carries -0.67

No. 5
ORCA calculation (the ωB97M-V functional and the def2-TZVPD basis) on a 2-piece molecular cluster, C20H16NO7S2 overall.

Results
DFT total energy ... -58488.876 eV
Gap between HOMO and LUMO ... 6.7 eV
Energy above the lowest of the compared OMol25 structures with the same formula, charge and spin ... 5.4 kcal/mol
Charge ... -1
Lowest unoccupied orbital energy ... 2.46 eV

CARTESIAN COORDINATES (ANGSTROEM)
C (4.326, 1.851, -1.677)
C (3.293, 1.353, -2.476)
C (1.993, 1.287, -1.976)
C (1.740, 1.676, -0.662)
S (0.048, 1.612, -0.024)
C (-0.165, 0.104, 0.943)
C (-1.251, 0.052, 1.810)
S (0.672, -1.380, 0.449)
C (2.212, -1.502, 1.390)
C (3.425, -1.280, 0.740)
C (4.627, -1.421, 1.435)
C (4.615, -1.838, 2.768)
C (3.397, -2.045, 3.425)
C (2.192, -1.890, 2.735)
O (-0.138, -2.524, 0.793)
O (1.099, -1.172, -0.921)
O (-0.086, 2.706, 0.915)
O (-0.786, 1.533, -1.202)
C (2.754, 2.218, 0.127)
C (4.056, 2.272, -0.372)
H (5.339, 1.922, -2.076)
H (3.484, 1.014, -3.495)
H (1.180, 0.932, -2.606)
H (-1.537, -0.913, 2.213)
H (-1.550, 0.967, 2.312)
H (3.437, -0.995, -0.310)
H (5.564, -1.220, 0.913)
H (5.556, -2.011, 3.291)
H (3.381, -2.344, 4.475)
H (1.238, -2.079, 3.223)
H (2.520, 2.578, 1.127)
H (4.855, 2.656, 0.263)
O (-4.062, 0.340, -4.162)
N (-5.125, 0.085, -3.561)
O (-6.223, -0.065, -4.141)
C (-5.106, -0.051, -2.131)
C (-6.314, -0.351, -1.480)
C (-6.312, -0.510, -0.088)
C (-5.144, -0.397, 0.644)
C (-3.884, -0.063, 0.006)
O (-2.805, 0.137, 0.648)
C (-3.925, 0.108, -1.422)
H (-7.220, -0.450, -2.073)
H (-7.252, -0.736, 0.415)
H (-5.115, -0.541, 1.722)
H (-3.003, 0.376, -1.927)

Force components x, y, z for each atom (eV/Å):
C -0.11 -0.08 0.15
C -0.12 0.14 0.13
C 0.10 -0.08 -0.05
C 0.03 0.28 0.14
S -0.02 -0.66 -0.09
C 0.08 -0.37 0.55
C 1.64 0.06 -0.83
S -0.65 0.94 -0.76
C 0.08 -0.11 0.23
C -0.06 0.19 0.03
C -0.21 -0.21 0.14
C -0.13 0.14 -0.10
C -0.12 -0.06 -0.24
C 0.19 0.13 -0.15
O 0.31 0.16 0.31
O -0.02 -0.43 0.39
O -0.09 -0.10 -0.21
O 0.40 0.24 0.50
C -0.03 -0.38 -0.02
C -0.05 0.11 -0.10
H -0.25 -0.07 0.13
H 0.01 0.16 0.27
H 0.13 -0.01 0.28
H 0.20 0.17 0.17
H -0.27 -0.23 -0.28
H -0.14 0.00 0.20
H -0.22 -0.13 0.20
H -0.25 0.14 -0.07
H 0.03 0.04 -0.32
H 0.19 0.05 -0.07
H 0.04 -0.13 -0.18
H -0.19 -0.05 -0.22
O -1.83 -0.43 0.92
N 0.05 0.26 -2.18
O 1.78 0.28 0.58
C -0.29 -0.26 1.82
C -0.16 0.01 -0.15
C 0.11 -0.01 -0.54
C 1.03 0.21 -0.44
C -1.46 -0.10 -0.32
O 0.00 0.24 -0.02
C 0.13 -0.09 0.10
H 0.21 0.00 0.25
H 0.17 0.02 -0.09
H -0.13 0.05 -0.14
H -0.10 -0.06 0.08

These are the natural (NBO) partial charges, in e, on atoms 1 to 4: number 1, C, carries -0.21; number 2, C, carries -0.23; number 3, C, carries -0.17; number 4, C, carries -0.22

Question: Which value of DFT total energy does entry 3 give?
Answer: -47157.947 eV